ORCA calculation (ωB97M-V with the def2-TZVPD basis set) on 13 unconnected molecules or ions with the total composition C16H58N16O13.

Each line ends with the Löwdin charge.
Positions of all 103 atoms, in Å:
1 C 2.93 2.04 -3.37  -0.147
2 O 2.68 3.46 -3.31  -0.157
3 H 2.03 1.50 -3.66  0.080
4 H 3.68 1.99 -4.16  0.075
5 H 3.50 1.72 -2.50  0.040
6 H 1.90 3.65 -2.76  0.012
7 C -0.39 -5.46 1.03  -0.133
8 O -1.50 -4.57 1.00  -0.163
9 H 0.30 -5.04 0.30  0.073
10 H 0.05 -5.55 2.02  0.073
11 H -0.78 -6.47 0.86  0.076
12 H -1.64 -4.26 0.10  0.017
13 C 4.05 -2.90 -1.88  -0.709
14 O 5.24 -3.20 -1.98  -0.003
15 N 3.10 -3.84 -2.01  0.174
16 N 3.56 -1.66 -1.68  0.165
17 H 2.16 -3.50 -1.99  0.048
18 H 3.33 -4.81 -2.14  0.113
19 H 2.61 -1.48 -1.34  0.037
20 H 4.23 -0.93 -1.54  0.086
21 C -1.84 -1.37 3.46  -0.727
22 O -2.57 -1.48 4.44  0.003
23 N -0.60 -0.83 3.50  0.169
24 N -2.13 -1.98 2.32  0.169
25 H -0.39 -0.28 4.31  0.103
26 H 0.13 -1.06 2.84  0.059
27 H -1.36 -2.13 1.69  0.071
28 H -3.07 -2.35 2.31  0.109
29 C 0.22 -2.99 -3.81  -0.695
30 O -0.04 -3.82 -4.66  0.019
31 N 1.06 -1.94 -4.06  0.163
32 N -0.08 -3.14 -2.49  0.155
33 H 1.55 -1.51 -3.30  0.062
34 H 1.31 -1.78 -5.02  0.105
35 H 0.33 -2.51 -1.80  0.036
36 H -0.84 -3.74 -2.23  0.083
37 C 1.61 4.20 1.02  -0.656
38 O 0.74 3.44 1.47  0.009
39 N 2.74 3.67 0.53  0.199
40 N 1.55 5.52 0.91  0.177
41 H 2.76 2.67 0.71  0.074
42 H 3.48 4.27 0.24  0.114
43 H 2.38 6.09 0.95  0.115
44 H 0.65 5.93 1.07  0.117
45 C -3.92 -3.30 -0.94  -0.670
46 O -2.70 -3.07 -0.90  -0.025
47 N -4.74 -2.80 -1.87  0.183
48 N -4.52 -4.07 -0.04  0.183
49 H -4.38 -2.29 -2.65  0.124
50 H -5.72 -3.03 -1.88  0.111
51 H -5.49 -4.12 0.20  0.114
52 H -3.90 -4.70 0.47  0.105
53 C 0.22 -0.35 -0.41  -0.631
54 O 0.95 -1.34 -0.58  -0.060
55 N -1.08 -0.53 -0.27  0.214
56 N 0.61 0.93 -0.61  0.211
57 H -1.66 0.26 -0.07  0.107
58 H -1.36 -1.50 -0.27  0.067
59 H 1.63 1.00 -0.62  0.058
60 H 0.03 1.59 -0.11  0.068
61 C 2.66 -2.23 2.91  -0.679
62 O 2.27 -1.07 2.90  -0.015
63 N 2.66 -2.98 1.82  0.194
64 N 3.37 -2.75 3.97  0.159
65 H 2.80 -3.98 1.82  0.109
66 H 2.43 -2.47 0.98  0.087
67 H 3.33 -2.19 4.81  0.105
68 H 3.49 -3.74 3.88  0.093
69 C 4.39 1.15 0.49  -0.684
70 O 3.35 0.92 -0.11  -0.018
71 N 4.64 0.84 1.79  0.188
72 N 5.42 1.86 0.01  0.174
73 H 5.35 1.24 2.37  0.109
74 H 3.88 0.22 2.07  0.084
75 H 5.41 2.02 -0.99  0.112
76 H 6.31 1.92 0.47  0.108
77 C -0.66 5.79 -3.31  -0.058
78 C -0.47 5.08 -1.92  -0.287
79 O 0.28 3.92 -2.23  -0.096
80 H -1.05 6.80 -3.25  0.069
81 H -1.22 5.19 -4.02  0.074
82 H 0.38 5.81 -3.63  0.073
83 H -1.41 4.89 -1.42  0.109
84 H 0.11 5.73 -1.25  0.086
85 H 0.03 3.30 -1.53  0.068
86 C -2.70 2.29 2.88  -0.087
87 C -2.61 3.37 1.81  -0.306
88 O -1.73 2.89 0.81  -0.121
89 H -1.88 2.21 3.60  0.077
90 H -2.76 1.37 2.30  0.048
91 H -3.64 2.40 3.43  0.074
92 H -2.31 4.20 2.46  0.112
93 H -3.61 3.52 1.40  0.104
94 H -0.84 3.14 1.15  0.008
95 C -5.23 0.26 0.01  -0.075
96 C -5.32 -0.01 1.55  -0.288
97 O -6.21 0.95 2.09  -0.084
98 H -4.95 1.31 -0.09  0.063
99 H -6.12 0.16 -0.61  0.067
100 H -4.43 -0.34 -0.42  0.044
101 H -4.32 -0.01 1.99  0.074
102 H -5.72 -1.01 1.74  0.104
103 H -5.92 1.82 2.38  0.071

ΔE to the lowest compared entry with this formula, charge and spin ... 0.000 eV
F_max ... 0.054 Eh/bohr
Calculated total energy ... -2498.890742 hartree
M ... 682.74 g mol⁻¹



ORCA calculation (ωB97M-V with the def2-TZVPD basis set) on 13 unconnected molecules or ions with the total composition C20H53BN12O30S.

Each line ends with the Löwdin charge.
Positions of all 117 atoms, in Å:
1 C 4.09 -0.31 1.67  -0.060
2 C 3.15 0.51 0.72  -0.225
3 O 2.03 -0.26 0.26  0.048
4 B 0.80 0.24 0.68  -0.554
5 O 0.52 1.62 0.45  0.128
6 C -0.33 -0.66 1.38  -0.135
7 C -1.47 0.18 2.08  -0.270
8 C -2.39 0.95 1.08  -0.188
9 O -3.75 0.57 1.17  -0.169
10 C -3.97 -0.74 0.63  -0.086
11 C -0.85 1.08 3.20  -0.115
12 C 0.23 0.36 4.09  -0.183
13 O 0.08 -1.07 4.16  -0.216
14 S 0.31 -1.80 2.70  0.757
15 O 1.69 -2.25 2.45  -0.277
16 O -0.61 -2.97 2.68  -0.334
17 H 5.02 0.24 1.89  0.086
18 H 4.25 -1.32 1.26  0.065
19 H 3.54 -0.40 2.63  0.061
20 H 2.87 1.43 1.27  0.105
21 H 3.78 0.84 -0.13  0.115
22 H 0.61 1.83 -0.48  0.121
23 H -0.78 -1.36 0.64  0.137
24 H -2.11 -0.56 2.59  0.143
25 H -2.30 2.04 1.27  0.136
26 H -2.01 0.80 0.04  0.130
27 H -3.04 -1.23 0.29  0.087
28 H -4.76 -0.73 -0.14  0.087
29 H -4.36 -1.37 1.47  0.093
30 H -1.69 1.35 3.87  0.133
31 H -0.43 2.01 2.79  0.106
32 H 1.25 0.61 3.73  0.127
33 H 0.15 0.77 5.11  0.122
34 C 3.80 -2.59 -1.98  0.056
35 N 4.69 -1.42 -1.74  -0.440
36 O 4.48 -0.42 -2.39  0.057
37 O 5.56 -1.56 -0.92  0.064
38 H 3.07 -2.32 -2.74  0.090
39 H 4.42 -3.41 -2.31  0.101
40 H 3.31 -2.82 -1.03  0.101
41 C -3.12 -5.06 3.42  0.052
42 N -4.46 -4.97 2.80  -0.434
43 O -4.51 -4.74 1.61  0.066
44 O -5.42 -5.14 3.52  0.050
45 H -2.37 -4.89 2.66  0.081
46 H -3.06 -4.29 4.19  0.106
47 H -3.02 -6.05 3.85  0.104
48 C -7.77 -6.98 3.41  0.027
49 N -9.11 -7.51 3.78  -0.460
50 O -9.69 -6.98 4.70  0.072
51 O -9.53 -8.44 3.13  0.061
52 H -7.53 -6.15 4.07  0.076
53 H -7.06 -7.79 3.53  0.103
54 H -7.83 -6.64 2.38  0.092
55 C -7.33 -3.97 0.09  0.037
56 N -7.92 -2.67 -0.33  -0.452
57 O -8.13 -1.85 0.53  0.073
58 O -8.16 -2.53 -1.51  0.053
59 H -7.17 -3.95 1.16  0.080
60 H -8.02 -4.75 -0.19  0.102
61 H -6.38 -4.07 -0.43  0.097
62 C -8.08 0.85 -2.38  0.039
63 N -7.15 1.98 -2.10  -0.460
64 O -7.29 2.99 -2.75  0.066
65 O -6.33 1.81 -1.23  0.059
66 H -8.75 1.14 -3.17  0.094
67 H -7.47 0.00 -2.68  0.092
68 H -8.62 0.63 -1.46  0.097
69 C 3.80 1.27 -5.35  0.045
70 N 2.89 0.18 -5.80  -0.433
71 O 2.84 -0.05 -6.99  0.046
72 O 2.26 -0.40 -4.95  0.063
73 H 4.29 1.69 -6.23  0.060
74 H 3.19 2.02 -4.85  0.111
75 H 4.53 0.83 -4.68  0.058
76 C 0.11 -0.10 -8.85  0.032
77 N -0.78 0.32 -9.96  -0.462
78 O -0.61 1.42 -10.43  0.069
79 O -1.62 -0.48 -10.32  0.060
80 H 0.80 0.71 -8.63  0.081
81 H -0.52 -0.31 -7.98  0.102
82 H 0.64 -0.99 -9.17  0.101
83 C 0.89 5.17 1.57  0.046
84 N 2.36 5.00 1.65  -0.446
85 O 2.87 4.19 0.91  0.070
86 O 2.95 5.69 2.45  0.058
87 H 0.50 4.49 0.82  0.087
88 H 0.49 4.93 2.55  0.072
89 H 0.69 6.20 1.30  0.103
90 C 6.28 0.08 -8.36  0.050
91 N 5.66 1.38 -8.73  -0.440
92 O 5.49 2.19 -7.85  0.035
93 O 5.36 1.53 -9.89  0.085
94 H 6.50 0.09 -7.30  0.069
95 H 5.57 -0.70 -8.61  0.103
96 H 7.20 -0.02 -8.94  0.102
97 C 1.84 5.14 6.22  0.063
98 N 0.96 4.05 5.74  -0.435
99 O 0.96 3.82 4.55  0.053
100 O 0.30 3.47 6.57  0.067
101 H 2.37 5.57 5.38  0.093
102 H 1.21 5.89 6.70  0.111
103 H 2.54 4.71 6.94  0.075
104 C 2.78 2.61 9.54  0.052
105 N 3.66 3.78 9.81  -0.452
106 O 3.48 4.78 9.16  0.052
107 O 4.49 3.65 10.68  0.082
108 H 2.09 2.87 8.75  0.076
109 H 3.42 1.79 9.24  0.104
110 H 2.25 2.38 10.46  0.104
111 C 8.49 2.15 -4.78  0.054
112 N 7.19 1.59 -4.34  -0.434
113 O 6.65 2.11 -3.39  0.097
114 O 6.76 0.65 -4.97  0.032
115 H 8.75 2.98 -4.13  0.097
116 H 9.23 1.36 -4.71  0.103
117 H 8.37 2.49 -5.81  0.101

F_max ... 0.100 Eh/bohr
Calculated total energy ... -4130.047197 hartree
M ... 984.58 g mol⁻¹



ORCA calculation (ωB97M-V with the def2-TZVPD basis set) on a molecular structure, C33H34Cl2GeN2O7SSeTl.

Each line ends with the Löwdin charge.
Positions of all 82 atoms, in Å:
1 Tl 0.17 2.33 -0.60  0.954
2 Cl -6.89 4.95 1.43  0.524
3 C -5.46 4.15 0.75  -0.706
4 C -5.65 3.13 -0.16  -0.203
5 C -4.49 2.52 -0.68  -0.586
6 Cl -4.73 1.20 -1.82  0.623
7 C -3.18 2.87 -0.35  -0.407
8 O -2.16 2.27 -0.86  -0.309
9 C -3.03 3.96 0.62  -0.157
10 C -1.79 4.44 1.07  -0.282
11 O -0.60 4.09 0.74  -0.308
12 C -4.21 4.56 1.15  -0.119
13 H -6.63 2.81 -0.48  0.071
14 H -1.87 5.23 1.83  0.097
15 H -4.11 5.36 1.88  0.087
16 S 4.81 2.97 -1.39  0.515
17 C 4.77 2.92 0.29  -0.897
18 N 5.94 3.05 1.00  -0.024
19 C 5.97 3.36 2.42  -0.205
20 C 4.87 2.56 3.11  -0.170
21 C 3.55 2.91 2.45  -0.161
22 N 3.66 2.70 1.00  0.028
23 H 6.67 3.41 0.42  0.090
24 H 5.82 4.43 2.60  0.114
25 H 6.96 3.09 2.80  0.109
26 H 4.84 2.79 4.17  0.111
27 H 5.07 1.50 2.99  0.122
28 H 3.30 3.96 2.64  0.128
29 H 2.73 2.30 2.79  0.093
30 H 2.77 2.65 0.51  0.054
31 C 3.65 -1.08 -2.49  -0.147
32 C 3.97 -1.38 -1.01  -0.146
33 C 2.81 -0.72 -0.25  -0.194
34 O 1.74 -0.67 -1.19  -0.224
35 C 2.33 -0.30 -2.43  -0.208
36 H 3.53 -2.01 -3.06  0.097
37 H 4.44 -0.49 -2.97  0.097
38 H 4.93 -0.97 -0.70  0.100
39 H 3.98 -2.46 -0.82  0.092
40 H 3.08 0.30 0.05  0.100
41 H 2.46 -1.25 0.63  0.104
42 H 2.52 0.78 -2.44  0.087
43 H 1.62 -0.55 -3.22  0.109
44 O 1.06 1.32 1.87  -0.537
45 Se 0.02 0.10 2.19  0.808
46 O 0.75 -1.32 2.49  -0.460
47 O -0.73 -0.11 0.61  -0.518
48 O -1.18 0.47 3.20  -0.448
49 C -5.82 -1.96 0.80  -0.108
50 C -5.30 -2.61 -0.31  -0.110
51 C -3.93 -2.54 -0.56  -0.111
52 C -3.08 -1.83 0.28  -0.251
53 C -3.62 -1.17 1.39  -0.070
54 C -4.99 -1.24 1.64  -0.079
55 Ge -1.20 -1.69 -0.13  0.968
56 C -0.25 -3.26 0.52  -0.247
57 C 0.97 -3.67 -0.01  -0.107
58 C 1.57 -4.85 0.42  -0.091
59 C 0.96 -5.63 1.39  -0.112
60 C -0.26 -5.23 1.93  -0.096
61 C -0.86 -4.05 1.49  -0.094
62 C -0.99 -1.50 -2.05  -0.248
63 C -0.57 -2.55 -2.85  -0.111
64 C -0.51 -2.41 -4.23  -0.111
65 C -0.89 -1.21 -4.82  -0.113
66 C -1.33 -0.16 -4.03  -0.074
67 C -1.39 -0.30 -2.64  -0.094
68 H -6.89 -1.98 0.98  0.091
69 H -5.95 -3.15 -0.99  0.090
70 H -3.53 -3.03 -1.45  0.097
71 H -2.99 -0.57 2.03  0.085
72 H -5.40 -0.70 2.48  0.102
73 H 1.46 -3.06 -0.76  0.087
74 H 2.53 -5.15 0.01  0.093
75 H 1.43 -6.54 1.73  0.089
76 H -0.74 -5.83 2.69  0.093
77 H -1.81 -3.75 1.92  0.102
78 H -0.26 -3.49 -2.41  0.090
79 H -0.17 -3.23 -4.85  0.089
80 H -0.84 -1.09 -5.90  0.090
81 H -1.64 0.78 -4.47  0.107
82 H -1.77 0.53 -2.05  0.053

ΔE to the lowest compared entry with this formula, charge and spin ... 0.531 eV
F_max ... 0.012 Eh/bohr
Multiplicity ... 2
Calculated total energy ... -7883.547933 hartree
Net charge ... -2
M ... 1029.57 g mol⁻¹



ORCA calculation (ωB97M-V with the def2-TZVPD basis set) on a molecular structure, C3H3LiO3Tl.

Each line ends with the natural charge from an NBO analysis.
Positions of all 11 atoms, in Å:
1 H 0.08 -1.22 2.17  -0.651
2 C -1.28 0.73 0.14  0.060
3 C -0.11 0.02 0.25  0.030
4 O 1.09 0.76 0.37  -0.545
5 C 2.21 0.43 -0.31  0.242
6 O 2.13 -0.52 -1.12  -0.864
7 O -2.47 0.18 0.07  -0.924
8 H -1.24 1.74 0.60  0.111
9 H -0.04 -1.02 -0.08  0.207
10 Li 3.88 0.09 -1.35  0.836
11 Tl -4.26 -1.20 -0.74  0.499

F_max ... 0.039 Eh/bohr
Calculated total energy ... -521.670146 hartree
Net charge ... -1
M ... 298.38 g mol⁻¹



ORCA calculation (ωB97M-V with the def2-TZVPD basis set) on 2 unconnected molecules or ions with the total composition CH5N2O2.

Each line ends with the natural charge from an NBO analysis.
Positions of all 10 atoms, in Å:
1 C 2.39 -0.03 0.03  -0.302
2 N -2.31 -0.41 0.64  -0.546
3 N 1.31 0.43 0.40  -0.122
4 O 0.37 0.78 -0.48  -0.772
5 O -2.30 0.52 -0.51  -0.666
6 H -1.32 0.61 -0.77  0.507
7 H 2.82 -0.14 -1.05  0.104
8 H 3.13 0.09 0.81  0.143
9 H -1.31 -0.58 0.67  0.354
10 H -2.77 -1.27 0.27  0.300

ΔE to the lowest compared entry with this formula, charge and spin ... 5.719 eV
F_max ... 0.101 Eh/bohr
Calculated total energy ... -300.973336 hartree
Net charge ... -1
M ... 77.06 g mol⁻¹



- Among the records above, which one has the highest calculated total energy?
  CH5N2O2



- What is the M in the first record?
  682.74 g mol⁻¹